Entry 1:
Density functional theory data (ωB97M-V/def2-TZVPD) for C17H36Cl2O2Si2W as an isolated structure at a distorted geometry.

Positions of all 60 atoms, in Å:
1 C 2.317 1.897 1.001
2 C 2.230 1.882 -0.435
3 C 2.754 0.641 -0.900
4 C 1.912 3.037 -1.311
5 C 3.219 -0.094 0.225
6 C 2.928 0.656 1.407
7 C 3.216 0.217 2.791
8 C 1.932 3.011 1.895
9 C 3.039 0.302 -2.322
10 C 3.926 -1.398 0.177
11 W 0.762 0.268 0.524
12 Cl -1.393 2.079 -3.271
13 Cl -0.778 1.896 -0.183
14 O 1.271 -1.630 0.557
15 H 1.349 3.803 -0.775
16 H 1.312 2.745 -2.179
17 H 2.840 3.498 -1.676
18 H 2.273 0.697 -2.995
19 H 3.099 -0.779 -2.480
20 H 4.004 0.729 -2.628
21 H 3.542 -2.046 -0.621
22 H 3.822 -1.939 1.122
23 H 4.996 -1.243 -0.015
24 H 3.124 -0.872 2.885
25 H 2.515 0.676 3.495
26 H 4.238 0.498 3.073
27 H 1.077 3.564 1.498
28 H 2.768 3.710 2.007
29 H 1.663 2.638 2.886
30 H 0.779 -2.460 0.424
31 O 0.264 0.440 2.443
32 H 0.125 -0.353 3.012
33 C -2.919 -0.926 -2.530
34 Si -1.543 -1.603 -1.464
35 C -1.890 -3.449 -1.203
36 C 0.044 -1.426 -2.450
37 C -1.386 -0.837 0.267
38 Si -2.998 -0.057 0.956
39 C -4.220 -1.512 1.145
40 C -2.753 0.669 2.669
41 C -3.926 1.234 -0.048
42 H -2.892 -1.486 -3.478
43 H -2.713 0.130 -2.778
44 H -3.926 -1.018 -2.100
45 H -1.963 -3.931 -2.186
46 H -1.076 -3.940 -0.650
47 H -2.831 -3.630 -0.667
48 H 0.198 -0.367 -2.699
49 H 0.920 -1.851 -1.938
50 H -0.103 -1.967 -3.396
51 H -1.167 -1.670 0.975
52 H -3.813 -2.291 1.801
53 H -5.145 -1.152 1.613
54 H -4.501 -1.978 0.193
55 H -2.093 1.544 2.640
56 H -3.732 0.977 3.066
57 H -2.330 -0.067 3.363
58 H -3.348 2.162 -0.113
59 H -4.142 0.916 -1.073
60 H -4.877 1.458 0.459

Output
Largest force on an atom ... 2.481 eV/A
Total charge ... -2
Expectation value of S² ... 2.015
Electronic energy ... -64938.0391 eV
2S+1 ... 3
Frontier orbital gap (spin up / spin down) ... 4.6 / 5.9 eV

Entry 2:
Density functional theory data (ωB97M-V/def2-TZVPD) for C27H33BrF6N4O8PS4 as an isolated structure at a distorted geometry.

Positions of all 84 atoms, in Å:
1 C 0.224 3.171 5.974
2 C 1.003 2.778 4.847
3 C 1.935 1.921 3.781
4 C 3.391 2.515 3.317
5 C 4.324 1.681 2.258
6 C 3.899 0.253 1.576
7 C 4.947 -0.469 0.543
8 C 4.499 -0.445 -1.034
9 C 5.371 -1.668 -1.771
10 C 6.930 -1.749 -1.270
11 N 7.170 -2.773 -0.152
12 C 2.407 -0.362 2.003
13 C 1.903 -1.794 1.302
14 C 0.433 -1.605 0.603
15 C 0.418 -1.712 -1.033
16 S -1.326 -2.143 -1.562
17 C -2.602 -1.036 -0.684
18 S -2.207 0.607 -0.515
19 N -3.874 -1.720 -0.246
20 C -3.663 -2.735 0.851
21 C -5.006 -3.722 0.987
22 C -5.012 -0.768 0.022
23 C -5.000 -0.037 1.486
24 C 1.466 0.465 3.111
25 P -0.255 -0.184 3.723
26 C -1.674 0.925 3.016
27 O -0.311 -0.092 5.481
28 C 5.646 2.638 2.109
29 O 6.919 2.379 1.797
30 N 5.124 4.025 2.484
31 C 4.681 4.917 1.346
32 C 3.070 5.227 1.292
33 O 2.241 4.558 0.444
34 Br 2.133 6.630 2.436
35 C 4.199 3.893 3.682
36 O 4.151 4.707 4.743
37 H -0.333 3.478 6.974
38 H 6.014 0.023 0.690
39 H 5.036 -1.604 0.897
40 H 3.352 -0.651 -1.157
41 H 4.801 0.596 -1.502
42 H 4.877 -2.724 -1.546
43 H 5.405 -1.518 -2.950
44 H 7.378 -0.694 -0.953
45 H 7.556 -2.159 -2.199
46 H 7.334 -2.267 0.764
47 H 6.315 -3.363 0.008
48 H 1.838 -2.600 2.149
49 H 2.735 -2.174 0.537
50 H -0.346 -2.369 1.038
51 H 0.082 -0.495 0.866
52 H 0.737 -0.719 -1.586
53 H 1.130 -2.576 -1.440
54 H -3.353 -2.290 1.890
55 H -2.783 -3.482 0.547
56 H -5.433 -4.018 -0.088
57 H -5.893 -3.204 1.555
58 H -4.737 -4.765 1.498
59 H -6.020 -1.357 -0.092
60 H -5.048 0.100 -0.794
61 H -4.844 -0.746 2.403
62 H -6.084 0.443 1.627
63 H -4.255 0.891 1.560
64 H -2.328 1.281 3.921
65 H -1.296 1.784 2.316
66 H -2.341 0.210 2.353
67 H -1.042 0.590 5.649
68 H 5.230 5.947 1.480
69 H 5.013 4.483 0.285
70 C -3.599 -1.708 -4.154
71 F -3.489 -2.804 -3.350
72 F -3.090 -0.657 -3.443
73 F -2.732 -1.906 -5.193
74 S -5.305 -1.399 -4.723
75 O -6.069 -1.182 -3.492
76 O -5.669 -2.608 -5.466
77 N -4.980 -0.110 -5.586
78 S -6.266 0.484 -6.296
79 O -7.265 1.106 -5.423
80 O -6.821 -0.301 -7.401
81 C -5.430 1.888 -7.107
82 F -4.441 1.483 -7.959
83 F -4.824 2.722 -6.209
84 F -6.274 2.667 -7.843

Output
Largest force on an atom ... 9.848 eV/A
Total charge ... -1
Electronic energy ... -189830.1804 eV
Frontier orbital gap ... 6.3 eV

Entry 3:
Density functional theory data (ωB97M-V/def2-TZVPD) for a 9-piece molecular cluster, C38H67F4N11O3P overall at a distorted geometry.

Positions of all 124 atoms, in Å:
1 C -0.617 2.705 7.615
2 C -1.404 1.648 7.544
3 C -2.486 1.481 6.539
4 N -1.913 1.097 5.221
5 C -1.296 -0.123 5.208
6 N -0.152 -0.312 4.417
7 P -0.566 0.118 2.801
8 O -1.955 -0.279 2.563
9 O -0.270 1.672 2.608
10 O 0.419 -0.599 1.814
11 N -1.707 -1.144 5.856
12 C -1.065 -2.463 5.836
13 F 0.185 -2.397 6.130
14 F -1.649 -3.128 6.791
15 C -1.369 -3.190 4.468
16 F -0.298 -3.331 3.747
17 F -1.836 -4.393 4.741
18 H -1.031 3.697 7.498
19 H 0.429 2.575 7.827
20 H -1.267 0.856 8.273
21 H -3.001 2.426 6.380
22 H -3.270 0.795 6.875
23 H -2.676 1.114 4.545
24 H 0.590 0.333 4.714
25 H -1.134 2.088 2.474
26 H 0.860 0.050 1.240
27 H -2.548 -1.075 6.422
28 H -2.167 -2.654 3.954
29 C -4.239 -4.514 0.293
30 C -3.084 -4.057 1.177
31 C -2.600 -2.640 0.844
32 C -2.112 -2.558 -0.533
33 N -1.695 -2.509 -1.591
34 H -3.945 -4.561 -0.756
35 H -4.570 -5.512 0.582
36 H -5.092 -3.838 0.379
37 H -2.254 -4.760 1.075
38 H -3.401 -4.085 2.224
39 H -1.788 -2.350 1.503
40 H -3.409 -1.921 0.971
41 C -3.323 -3.181 -4.118
42 C -3.592 -3.499 -5.584
43 C -5.080 -3.431 -5.944
44 C -5.851 -4.401 -5.153
45 N -6.448 -5.150 -4.538
46 H -3.804 -3.904 -3.456
47 H -2.257 -3.212 -3.912
48 H -3.688 -2.184 -3.859
49 H -3.205 -4.496 -5.810
50 H -3.042 -2.794 -6.206
51 H -5.226 -3.652 -7.002
52 H -5.475 -2.432 -5.751
53 C 0.849 4.942 4.668
54 C 0.053 6.231 4.813
55 C 0.736 7.226 5.760
56 C 0.872 6.650 7.113
57 N 0.958 6.213 8.159
58 H 0.936 4.427 5.626
59 H 0.358 4.259 3.973
60 H 1.855 5.140 4.294
61 H -0.951 6.002 5.181
62 H -0.068 6.696 3.832
63 H 0.150 8.143 5.833
64 H 1.730 7.482 5.389
65 C -3.854 -3.637 -10.034
66 C -2.613 -3.191 -10.799
67 C -1.317 -3.434 -10.022
68 C -1.329 -2.683 -8.758
69 N -1.344 -2.107 -7.775
70 H -3.976 -3.072 -9.107
71 H -4.750 -3.476 -10.634
72 H -3.800 -4.699 -9.785
73 H -2.704 -2.130 -11.041
74 H -2.560 -3.733 -11.744
75 H -0.457 -3.116 -10.610
76 H -1.199 -4.493 -9.802
77 C 5.098 3.812 8.250
78 C 4.328 2.657 8.881
79 C 4.142 1.471 7.926
80 C 3.386 1.884 6.736
81 N 2.797 2.204 5.815
82 H 4.566 4.229 7.394
83 H 5.233 4.617 8.971
84 H 6.086 3.488 7.916
85 H 3.352 3.017 9.214
86 H 4.861 2.311 9.768
87 H 3.599 0.665 8.421
88 H 5.109 1.079 7.607
89 C 2.306 -6.072 -8.530
90 C 2.425 -7.332 -9.381
91 C 2.227 -7.063 -10.876
92 C 0.889 -6.512 -11.129
93 N -0.151 -6.087 -11.313
94 H 1.309 -5.633 -8.602
95 H 2.483 -6.304 -7.480
96 H 3.034 -5.320 -8.838
97 H 1.692 -8.066 -9.041
98 H 3.412 -7.773 -9.232
99 H 2.335 -7.986 -11.446
100 H 2.971 -6.354 -11.240
101 C 0.310 -0.971 -3.652
102 C 1.571 -0.512 -4.368
103 C 2.826 -0.787 -3.534
104 C 2.745 -0.079 -2.245
105 N 2.670 0.453 -1.241
106 H 0.166 -0.434 -2.714
107 H -0.571 -0.793 -4.268
108 H 0.355 -2.038 -3.430
109 H 1.495 0.556 -4.584
110 H 1.658 -1.024 -5.328
111 H 3.720 -0.457 -4.063
112 H 2.927 -1.855 -3.335
113 C 5.166 9.719 1.906
114 C 3.712 9.316 1.689
115 C 2.894 9.310 2.985
116 C 3.456 8.353 3.948
117 N 3.918 7.615 4.677
118 H 5.684 9.014 2.557
119 H 5.700 9.739 0.957
120 H 5.235 10.713 2.353
121 H 3.678 8.325 1.231
122 H 3.247 10.008 0.985
123 H 1.859 9.030 2.780
124 H 2.891 10.301 3.441

Output
Largest force on an atom ... 2.167 eV/A
Total charge ... +1
Electronic energy ... -83178.5003 eV
Frontier orbital gap ... 8.0 eV

Entry 4:
Density functional theory data (ωB97M-V/def2-TZVPD) for C16H22BN7Zr as an isolated structure at a distorted geometry.

Positions of all 47 atoms, in Å:
1 H -0.235 -3.209 -1.942
2 N 0.076 -1.101 -2.024
3 B 0.877 1.243 -2.602
4 N 0.419 -0.203 -2.981
5 C 0.387 -0.842 -4.158
6 Zr 0.444 0.954 1.039
7 H 0.503 -0.267 -5.069
8 C 0.127 -2.192 -3.927
9 H 0.039 -2.964 -4.668
10 C -0.056 -2.330 -2.549
11 H 1.222 1.845 -3.569
12 C 0.913 2.395 2.569
13 H 0.634 1.992 3.548
14 H 0.292 3.282 2.390
15 H 1.976 2.661 2.589
16 N 2.058 1.110 -1.582
17 N -0.368 1.941 -1.947
18 N 1.790 0.636 -0.314
19 N -0.686 1.772 -0.608
20 C 3.289 1.643 -1.602
21 C -1.265 2.773 -2.502
22 H 3.661 2.126 -2.501
23 H -1.171 3.079 -3.534
24 C 3.880 1.454 -0.355
25 C -2.209 3.122 -1.541
26 C 2.946 0.808 0.450
27 C -1.840 2.474 -0.363
28 H 4.864 1.793 -0.075
29 H -3.071 3.752 -1.674
30 H 3.028 0.482 1.484
31 H -2.285 2.482 0.627
32 H -0.123 -0.814 -1.069
33 C 0.252 -2.720 0.981
34 C -0.827 -2.010 1.694
35 C -1.937 -2.563 2.352
36 C -2.666 -1.493 2.925
37 C -2.001 -0.306 2.595
38 C -2.388 1.066 2.989
39 N -0.888 -0.629 1.816
40 H 0.556 -3.583 1.593
41 H 1.135 -2.085 0.798
42 H -0.104 -3.106 0.010
43 H -2.156 -3.624 2.410
44 H -3.567 -1.535 3.527
45 H -3.065 1.533 2.250
46 H -2.931 1.003 3.947
47 H -1.518 1.731 3.126

Output
Largest force on an atom ... 6.768 eV/A
Total charge ... +2
Electronic energy ... -29322.0136 eV
Frontier orbital gap ... 5.3 eV

> What is the formula in the third record?

C38H67F4N11O3P

> Which of these has the highest largest force on an atom?

C27H33BrF6N4O8PS4